[1]
12
Properties=species:S:1:pos:R:3:forces:R:3 method="wB97M-V/def2-TZVPD" total_charge=0 spin_multiplicity=3 homo_ha="-0.2231 / -0.3739" homo_lumo_gap_ha="0.2439 / 0.2800" s2=2.01 e_above_lowest_kj_mol=372.65
C 0.230585 -0.488285 -0.461385 0.39 0.17 -0.13
C -0.509425 0.378669 0.574126 0.17 0.57 -0.48
C -0.078240 -1.579583 0.522811 -0.89 -0.63 0.30
N 1.532602 -2.542451 1.174177 -1.84 1.38 -1.13
O 2.523158 -1.884623 1.089772 3.33 3.91 -0.75
O 1.319957 -3.643194 1.550547 -2.30 -4.50 1.47
O -0.631092 -0.754956 1.460643 0.31 -1.52 -0.08
F -0.796456 -2.659090 0.182996 0.74 1.03 0.56
H -0.230297 -0.591312 -1.439937 -0.05 -0.16 0.06
H 1.292851 -0.278083 -0.560100 -0.02 -0.04 0.07
H 0.039157 1.198730 1.032059 0.05 -0.13 0.03
H -1.503432 0.704284 0.257532 0.13 -0.08 0.07


[2]
12
Properties=species:S:1:pos:R:3:forces:R:3 method="wB97M-V/def2-TZVPD" total_charge=0 spin_multiplicity=3 homo_ha="-0.2648 / -0.3887" homo_lumo_gap_ha="0.2848 / 0.2661" s2=2.01 e_above_lowest_kj_mol=0.00
C -0.451092 1.253993 0.850440 3.80 -5.15 -0.89
C -0.812537 -1.053549 0.100210 1.80 0.29 0.30
C -0.219601 0.323000 -0.417556 -0.81 -0.96 0.46
N 1.192929 0.033869 -0.649917 -1.89 -0.35 -1.16
O 0.158953 -1.752840 0.753376 -0.89 -0.47 -0.15
O -1.089661 2.276061 0.840370 -2.79 4.19 -0.10
O -1.920209 -1.428570 0.041031 -1.73 -0.04 -0.27
F -0.993299 0.740258 -1.517776 1.39 -0.18 1.22
H 0.033706 0.813446 1.742431 -0.33 0.39 -0.17
H 0.969139 -1.566222 0.262558 0.48 0.39 0.43
H 1.345545 -0.424677 -1.558088 0.01 0.63 0.42
H 1.786125 0.785226 -0.447081 0.97 1.26 -0.09


[3]
10
Properties=species:S:1:pos:R:3:forces:R:3 method="wB97M-V/def2-TZVPD" total_charge=0 spin_multiplicity=1 homo_ha=-0.3209 smiles="N=C=CF.C=S" homo_lumo_gap_ha=0.2935 e_above_lowest_kj_mol=301.50
C -1.615517 0.172405 -0.162142 0.72 -0.96 1.36
C 2.347904 0.103578 -0.345179 -3.24 -0.23 1.43
C -1.732171 -0.862968 0.652352 -0.16 1.33 -0.77
N -1.417418 1.236420 -0.689032 -3.74 0.29 1.01
F -1.358141 -0.728207 1.938101 0.38 -0.02 0.45
S 1.616789 1.384728 0.308426 0.99 -0.11 -0.47
H 1.743633 -0.789032 -0.487246 -0.33 0.04 -0.56
H -0.670494 1.385756 -1.252050 3.08 0.41 -1.85
H 3.335223 -0.161412 -0.382773 2.85 0.33 -0.32
H -2.249805 -1.741266 0.419545 -0.57 -1.08 -0.27